1.
{
  "formula": "C32H27F2N4O3Zr",
  "method": "ωB97M-V with the def2-TZVPD basis set",
  "species": ["Zr", "C", "O", "C", "C", "C", "C", "C", "C", "N", "N", "C", "C", "C", "C", "O", "C", "N", "C", "C", "C", "C", "H", "H", "H", "H", "H", "H", "H", "H", "H", "H", "H", "H", "F", "C", "C", "C", "C", "C", "F", "C", "C", "C", "C", "C", "C", "N", "H", "H", "H", "H", "H", "H", "C", "C", "C", "C", "H", "H", "H", "H", "H", "H", "H", "H", "H", "O", "C"],
  "coordinates": [[0.16101, -0.03670, -2.52470], [-0.39666, -1.74426, 10.88849], [-1.57242, -1.32194, 10.20649], [-1.52335, -1.20603, 8.86576], [-2.69450, -0.76862, 8.25118], [-2.72714, -0.59825, 6.88540], [-1.60909, -0.88254, 6.10474], [-0.44529, -1.33118, 6.72050], [-0.39192, -1.48867, 8.09393], [-1.75922, -0.65759, 4.71125], [-0.81225, -1.00387, 4.00142], [-1.07463, -0.85584, 2.60156], [-2.31634, -0.72206, 2.04430], [-2.48492, -0.55506, 0.65533], [-1.40624, -0.54411, -0.17591], [-1.47239, -0.26242, -1.49954], [-0.12275, -0.82370, 0.35540], [0.91491, -0.95096, -0.54308], [2.13593, -1.11912, -0.07327], [2.41105, -1.18072, 1.29732], [1.38221, -1.09322, 2.19660], [0.05381, -0.92462, 1.74324], [-0.64984, -1.75362, 11.94270], [0.42646, -1.04878, 10.71870], [-0.10179, -2.74752, 10.57727], [-3.55836, -0.56548, 8.87047], [-3.62503, -0.24557, 6.39223], [0.42252, -1.54780, 6.11189], [0.52430, -1.82470, 8.55705], [-3.17488, -0.72406, 2.70109], [-3.46951, -0.39202, 0.23498], [2.92165, -1.21435, -0.81173], [3.43343, -1.30467, 1.62643], [1.56213, -1.15690, 3.26203], [0.22951, 3.65975, 0.29300], [0.56559, 3.51375, -0.98397], [1.05308, 2.29546, -1.40048], [1.41804, 2.20425, -2.77808], [1.28802, 3.32189, -3.65540], [0.80538, 4.51714, -3.12304], [0.70566, 5.57151, -3.92785], [0.42863, 4.63411, -1.81045], [1.73004, 2.92732, -4.93574], [1.85013, 3.56861, -6.18038], [2.29722, 2.85845, -7.25493], [2.63882, 1.49060, -7.11620], [2.52989, 0.87601, -5.91330], [2.08218, 1.59913, -4.84092], [1.29224, 1.54279, -0.66118], [0.05477, 5.56746, -1.41409], [1.58450, 4.61317, -6.25420], [2.39242, 3.33647, -8.22135], [2.99226, 0.92226, -7.96496], [2.78121, -0.15535, -5.71614], [-0.26142, -2.65957, -3.67265], [-1.34107, -1.79563, -4.34347], [-1.72140, -2.39691, -5.69048], [-0.83447, -0.34322, -4.46451], [-0.60842, -3.68582, -3.57285], [-0.02328, -2.34007, -2.64194], [0.65462, -2.65065, -4.26263], [-2.22351, -1.80556, -3.70430], [-0.84524, -2.44928, -6.34417], [-2.47438, -1.78066, -6.18537], [-2.12675, -3.40744, -5.58193], [-1.67428, 0.33125, -4.64770], [-0.16026, -0.28174, -5.32457], [2.03389, -0.14719, -3.15788], [1.92549, 1.14468, -3.53543]],
  "atomic_forces_ev_per_a": [[-0.54, 1.46, -1.50], [-0.09, 0.02, -0.07], [0.09, -0.04, 0.08], [0.11, -0.03, 0.02], [-0.11, 0.03, -0.04], [-0.15, 0.04, -0.05], [0.05, 0.22, -0.04], [0.10, -0.01, -0.08], [-0.01, 0.00, -0.06], [-0.46, -0.15, 0.53], [0.24, -0.15, -0.59], [0.24, 0.04, 0.12], [-0.17, 0.02, 0.05], [-0.28, 0.15, 0.21], [-0.08, -0.07, -0.20], [-0.94, -0.44, 1.42], [-0.03, -0.04, 0.00], [-0.40, 0.06, 0.48], [0.03, -0.16, -0.12], [0.09, -0.03, 0.03], [-0.06, -0.04, 0.11], [0.43, -0.17, 0.09], [-0.02, 0.00, 0.03], [0.02, 0.03, 0.00], [0.00, -0.03, -0.01], [0.03, 0.02, -0.03], [0.03, -0.01, 0.03], [0.00, -0.01, 0.05], [-0.02, -0.01, -0.02], [-0.04, 0.03, -0.03], [0.02, -0.01, 0.05], [0.05, 0.04, -0.02], [-0.03, -0.02, -0.02], [0.00, 0.00, -0.05], [0.02, -0.04, 0.08], [-0.11, -0.01, -0.11], [-0.18, -0.21, -0.04], [0.39, -0.03, -0.03], [-0.11, 0.18, -0.03], [-0.03, 0.04, -0.10], [0.00, 0.02, 0.00], [-0.04, 0.09, 0.03], [-0.03, 0.10, -0.01], [-0.05, 0.09, 0.11], [0.03, -0.07, -0.10], [0.01, 0.00, -0.08], [0.01, 0.00, 0.06], [0.02, -0.22, 0.10], [0.16, -0.01, 0.10], [0.01, -0.03, -0.02], [-0.01, -0.01, -0.01], [0.00, -0.02, 0.06], [-0.01, 0.02, 0.03], [-0.02, 0.01, 0.02], [-0.28, 0.24, -0.33], [0.08, -0.03, -0.18], [-0.03, -0.05, -0.04], [-0.08, -0.48, -0.01], [0.11, -0.08, 0.17], [0.08, -0.21, 0.20], [0.11, -0.04, 0.02], [-0.08, 0.03, 0.11], [-0.05, 0.00, 0.01], [0.04, -0.03, 0.01], [0.04, 0.06, -0.01], [-0.03, 0.16, 0.04], [0.09, 0.08, -0.04], [1.89, 0.20, -0.31], [-0.04, -0.50, -0.04]],
  "total_charge": 1,
  "homo_ha": -0.370,
  "total_energy_ev": -52435.372,
  "homo_lumo_gap_ha": 0.2458
}

***

2.
{
  "formula": "C32H27FIrN2O3P",
  "method": "ωB97M-V with the def2-TZVPD basis set",
  "species": ["Ir", "N", "C", "C", "C", "C", "C", "C", "P", "C", "C", "C", "C", "C", "C", "C", "C", "C", "C", "C", "C", "H", "H", "H", "H", "H", "H", "H", "H", "H", "H", "H", "H", "H", "H", "H", "H", "C", "C", "C", "C", "C", "C", "C", "F", "C", "C", "C", "O", "C", "C", "N", "C", "C", "O", "O", "H", "H", "H", "H", "H", "H", "H", "H", "H", "H", "H"],
  "coordinates": [[-0.91829, 2.24133, 0.83888], [-0.88344, 3.51274, 2.74588], [-0.00104, 3.10217, 3.82170], [-0.05804, 3.73222, 5.05723], [0.73430, 3.29335, 6.11139], [1.58588, 2.21020, 5.94174], [1.67274, 1.58364, 4.71174], [0.90341, 2.04081, 3.63777], [0.96912, 1.19938, 2.04198], [2.13139, -0.19463, 2.12065], [1.62446, -1.44837, 2.46915], [2.48700, -2.52792, 2.59544], [3.84390, -2.36262, 2.35714], [4.34643, -1.11501, 2.01129], [3.49519, -0.02628, 1.87283], [1.64607, 2.37330, 0.77416], [2.07695, 3.67755, 1.07358], [2.78143, 4.39302, 0.12071], [3.01517, 3.85445, -1.14063], [2.58118, 2.56994, -1.44912], [1.89847, 1.83102, -0.50373], [-1.84983, 3.35203, 3.05249], [-0.80728, 4.52367, 2.60856], [-0.74016, 4.55445, 5.21727], [0.67034, 3.78958, 7.06865], [2.18187, 1.85707, 6.76850], [2.34101, 0.74744, 4.57371], [0.56412, -1.56915, 2.64311], [2.09993, -3.49321, 2.88376], [4.51155, -3.20629, 2.44272], [5.40694, -0.98667, 1.85445], [3.89365, 0.93931, 1.59522], [1.91609, 4.10415, 2.05298], [3.16689, 5.37299, 0.36275], [3.52572, 4.43954, -1.89151], [2.77219, 2.15639, -2.42815], [1.57369, 0.82398, -0.72554], [-2.59728, -4.61850, -2.09958], [-3.49572, -3.53691, -2.70262], [-3.68309, -3.66003, -4.21071], [-2.36405, -3.44584, -4.93875], [-1.65258, -2.23700, -4.45024], [-0.65682, -1.65347, -5.21525], [-0.07692, -0.45668, -4.81242], [0.83908, 0.11404, -5.56487], [-0.44496, 0.17469, -3.62505], [-1.37752, -0.43064, -2.78948], [-1.66143, 0.18168, -1.48171], [-1.03910, 1.21409, -1.14167], [-2.62230, -0.54165, -0.70526], [-3.19904, -1.68866, -1.19195], [-2.91049, -2.23138, -2.37699], [-2.00222, -1.64299, -3.19590], [-3.09064, -0.14938, 0.73121], [-3.97484, -0.82391, 1.18884], [-2.46900, 0.80331, 1.27300], [-2.99859, -5.59330, -2.36283], [-2.58589, -4.54515, -1.01461], [-1.57362, -4.54853, -2.46193], [-4.47544, -3.58821, -2.21890], [-4.42169, -2.93194, -4.55512], [-4.07754, -4.65048, -4.43409], [-2.53256, -3.36448, -6.01834], [-1.71570, -4.32641, -4.82388], [-0.35397, -2.10500, -6.15008], [-0.00753, 1.12588, -3.36398], [-3.93756, -2.18873, -0.57559]],
  "atomic_forces_ev_per_a": [[1.34, -3.59, 0.91], [-1.01, -1.19, -1.30], [0.72, -0.47, 0.63], [-0.12, 0.04, -0.37], [0.07, -0.18, -0.16], [0.02, 0.13, 0.01], [-0.03, 0.04, -0.16], [-0.71, -0.28, -0.36], [0.26, 2.79, -1.10], [-1.23, -0.47, -0.28], [0.02, -0.10, 0.10], [-0.18, 0.09, 0.00], [-0.11, 0.10, 0.03], [-0.15, 0.21, 0.01], [0.09, 0.26, -0.11], [-0.72, -0.39, 0.59], [0.15, 0.08, -0.14], [-0.03, 0.19, 0.00], [-0.08, 0.04, 0.19], [-0.28, -0.19, 0.04], [0.15, 0.12, -0.20], [0.14, 0.12, 0.05], [0.04, -0.18, -0.32], [-0.09, 0.12, -0.02], [-0.03, 0.02, 0.04], [0.07, -0.03, 0.06], [0.04, -0.09, 0.03], [-0.07, -0.11, 0.08], [-0.04, -0.07, -0.01], [0.07, -0.06, 0.04], [0.05, 0.06, -0.06], [0.06, 0.06, -0.02], [0.03, -0.03, 0.13], [-0.08, 0.08, -0.01], [0.14, 0.03, 0.01], [0.05, -0.04, -0.05], [0.02, -0.09, -0.04], [-0.14, 0.04, 0.01], [-0.35, -0.99, -0.34], [0.03, 0.11, 0.08], [-0.18, -0.42, -0.22], [0.23, 0.02, -0.39], [0.05, 0.18, 0.03], [0.11, -0.47, -0.67], [-0.31, -0.18, 0.26], [-0.52, -0.07, 0.71], [0.49, 0.64, -0.24], [-0.45, -1.03, -0.19], [0.49, 1.01, 1.38], [-0.37, 0.07, 0.75], [0.06, 0.94, 0.93], [0.65, 0.40, -0.97], [-0.05, 0.26, 0.37], [-0.18, -1.41, -2.42], [0.02, 0.25, 0.53], [1.40, 3.23, 1.85], [0.00, -0.09, -0.01], [0.03, -0.01, 0.09], [0.07, -0.01, -0.06], [0.14, 0.21, -0.01], [0.00, -0.02, 0.05], [-0.03, 0.04, 0.03], [0.07, 0.06, 0.14], [0.04, 0.15, 0.05], [0.00, 0.03, -0.07], [0.08, 0.06, 0.08], [0.03, -0.02, 0.01]],
  "s_squared": 0.782,
  "total_charge": 3,
  "homo_ha": [-0.638, -0.638],
  "total_energy_ev": -57562.722,
  "homo_lumo_gap_ha": [0.2430, 0.1943],
  "multiplicity": 2
}

***

3.
{
  "formula": "C32H27FN2O3PRe",
  "method": "ωB97M-V with the def2-TZVPD basis set",
  "species": ["Re", "C", "C", "C", "C", "C", "C", "C", "F", "C", "C", "C", "O", "C", "C", "N", "C", "C", "O", "O", "H", "H", "H", "H", "H", "H", "H", "H", "H", "H", "H", "N", "C", "C", "C", "C", "C", "C", "P", "C", "C", "C", "C", "C", "C", "C", "C", "C", "C", "C", "C", "H", "H", "H", "H", "H", "H", "H", "H", "H", "H", "H", "H", "H", "H", "H", "H"],
  "coordinates": [[-1.59765, -1.16291, -1.13752], [4.17866, -0.88442, 3.73566], [3.90442, -2.24770, 3.11574], [5.14683, -2.97859, 2.64022], [5.83237, -2.21269, 1.51778], [4.85236, -1.84117, 0.43253], [5.28397, -1.55386, -0.83828], [4.37678, -1.23901, -1.85709], [4.85290, -0.97463, -3.06230], [3.03272, -1.20997, -1.64853], [2.55707, -1.49425, -0.35763], [1.16940, -1.48725, -0.06981], [0.32879, -1.14629, -1.06517], [0.72638, -1.81846, 1.18964], [1.67601, -2.09102, 2.18079], [2.96475, -2.07068, 1.95204], [3.46522, -1.79996, 0.68241], [-0.69111, -1.94566, 1.60743], [-1.03765, -2.14435, 2.72123], [-1.67207, -1.79063, 0.63417], [4.86505, -1.00317, 4.57321], [3.25911, -0.43662, 4.11569], [4.62922, -0.19666, 3.01829], [3.36747, -2.87265, 3.82775], [4.87423, -3.98056, 2.30018], [5.81780, -3.09984, 3.48883], [6.63303, -2.81276, 1.08756], [6.30833, -1.30620, 1.89904], [6.34188, -1.58188, -1.07349], [2.35734, -0.98430, -2.45974], [1.34416, -2.33544, 3.18194], [-3.75014, -1.49573, -1.33608], [-4.64899, -0.35952, -1.00998], [-6.01253, -0.55848, -0.97504], [-6.83981, 0.51689, -0.67257], [-6.30629, 1.77287, -0.40473], [-4.93353, 1.96445, -0.43191], [-4.10118, 0.88852, -0.74024], [-2.33663, 1.09851, -0.88358], [-1.83203, 1.63113, -2.49468], [-1.54000, 0.59304, -3.39043], [-1.14980, 0.84595, -4.68921], [-1.06680, 2.17464, -5.09636], [-1.38231, 3.21455, -4.22911], [-1.76843, 2.95346, -2.92066], [-1.63377, 1.94480, 0.48857], [-0.57108, 2.83956, 0.31804], [-0.03579, 3.46006, 1.43317], [-0.53744, 3.17267, 2.69798], [-1.58097, 2.26471, 2.86717], [-2.13905, 1.64717, 1.76460], [-3.98121, -2.26255, -0.69656], [-4.00729, -1.85004, -2.26079], [-6.44069, -1.53488, -1.17569], [-7.91119, 0.36680, -0.64142], [-6.96091, 2.60164, -0.17117], [-4.51307, 2.93722, -0.20443], [-1.66539, -0.48480, -3.11624], [-0.92968, 0.04306, -5.37968], [-0.76138, 2.39479, -6.11082], [-1.33092, 4.23808, -4.57611], [-2.01432, 3.76857, -2.25119], [-0.17991, 3.05893, -0.66753], [0.76619, 4.17626, 1.31595], [-0.11710, 3.66865, 3.56326], [-1.96547, 2.05246, 3.85589], [-2.96884, 0.96013, 1.88900]],
  "atomic_forces_ev_per_a": [[0.51, 0.10, 0.52], [-0.06, 0.03, -0.06], [0.12, 0.00, 0.09], [-0.02, -0.02, -0.11], [-0.03, 0.02, -0.03], [0.16, -0.06, 0.17], [0.09, 0.00, -0.06], [0.19, 0.00, -0.03], [0.02, -0.01, 0.01], [-0.22, 0.03, 0.03], [0.08, 0.07, -0.11], [-0.15, 0.14, -0.38], [-0.11, -0.14, 0.13], [-0.29, -0.17, 0.03], [-0.07, -0.10, 0.08], [0.09, 0.08, -0.09], [-0.05, -0.04, 0.10], [0.08, 0.36, 0.20], [-0.06, -0.12, 0.12], [-0.08, -0.03, -0.65], [0.00, -0.01, -0.01], [0.03, 0.00, 0.00], [-0.01, -0.01, 0.03], [-0.06, -0.03, -0.03], [0.00, 0.01, 0.01], [0.01, -0.01, 0.01], [-0.01, -0.01, -0.03], [-0.02, 0.02, 0.00], [-0.03, 0.00, -0.02], [0.00, 0.01, 0.01], [0.02, 0.03, 0.02], [-0.04, -0.02, 0.05], [0.04, -0.09, -0.06], [-0.08, -0.05, -0.01], [-0.02, 0.04, 0.01], [0.03, -0.01, 0.00], [-0.09, -0.02, 0.05], [0.10, 0.03, 0.02], [-0.20, -0.23, 0.21], [0.00, -0.01, -0.16], [0.02, 0.15, 0.29], [0.02, -0.07, -0.03], [-0.02, 0.04, -0.03], [0.00, 0.00, -0.02], [0.09, -0.03, -0.11], [0.02, 0.04, 0.03], [0.00, -0.04, 0.02], [0.02, 0.02, 0.01], [-0.02, 0.00, 0.01], [0.03, 0.02, 0.00], [-0.02, 0.08, -0.05], [0.01, 0.01, 0.03], [-0.04, 0.04, -0.01], [0.02, 0.04, 0.01], [0.02, 0.01, -0.01], [0.00, -0.02, 0.01], [-0.02, -0.01, -0.02], [-0.04, -0.08, -0.27], [0.01, 0.01, 0.02], [-0.02, 0.01, 0.00], [0.01, -0.01, -0.01], [0.01, -0.02, 0.00], [0.01, -0.01, 0.02], [0.00, -0.01, 0.01], [0.00, 0.00, 0.00], [0.01, 0.01, -0.01], [0.03, 0.00, 0.00]],
  "s_squared": 3.778,
  "total_charge": 3,
  "homo_ha": [-0.621, -0.622],
  "total_energy_ev": -56856.365,
  "homo_lumo_gap_ha": [0.2467, 0.2171],
  "multiplicity": 4
}

***

Across the entries above, relative energy (zero: lowest compared OMol25 entry of this formula, charge and spin) takes the values 0.0; 259.3; 0.0 kJ/mol, respectively.